[1]
The following is a quantum chemistry calculation of one molecule with the formula C11H13FSi at a distorted geometry, from the OMol25 dataset.

Calculated values
Relative energy (zero: lowest compared OMol25 entry of this formula, charge and spin), eV: 5.6104
Orbital gap (spin up / spin down), eV: 5.18 / 8.50

```
26
Properties=species:S:1:pos:R:3:forces:R:3:nbo_charge:R:1
Si -1.6779 0.0818 0.0557 -0.3 1.1 -0.9 1.29
F 3.3645 0.5308 -0.1723 -2.2 0.9 0.4 -0.41
C -3.1266 -0.0954 -1.3070 1.7 1.3 2.9 -1.02
C 1.8212 -3.0137 -0.0126 -2.0 -0.9 1.3 -0.21
C -0.5303 -2.2889 -0.0303 3.2 1.4 0.6 -0.22
C 1.8729 0.6796 0.0183 1.4 -2.6 -0.3 0.27
C 1.2623 -0.6999 0.1306 -1.9 3.7 -0.6 -0.11
C 2.1324 -1.7010 0.1304 3.8 -0.8 0.1 -0.19
C -2.0171 1.5978 1.1425 -1.8 -2.6 1.1 -1.11
C -0.1303 -0.9357 0.0796 -0.8 -0.2 -0.4 -0.46
C 1.8030 3.2025 0.0528 -1.0 2.2 -1.1 -0.73
C 0.4287 -3.2751 -0.0062 0.1 -1.7 -1.0 -0.20
C 1.3690 1.8538 -0.0773 -0.2 -0.7 0.8 0.06
H -2.6740 2.3570 0.7476 -0.1 0.1 -0.3 0.24
H -3.7071 0.8004 -1.0806 -0.5 -0.5 0.0 0.23
H -2.7572 0.0333 -2.2505 1.5 0.7 -2.6 0.23
H 2.5765 -3.7752 0.1527 -0.2 -0.1 -0.5 0.22
H 0.0025 -4.2834 -0.0908 0.7 0.1 0.2 0.21
H -3.6153 -1.0101 -1.4101 -1.3 -1.4 0.7 0.23
H -2.5811 1.0460 1.9876 0.3 1.1 -1.0 0.24
H -1.5356 -2.4966 0.0222 -2.1 -0.8 -0.1 0.20
H 2.6603 3.4154 -0.5774 0.4 -0.2 -0.4 0.25
H 2.1545 3.5234 1.0623 -1.0 -0.2 -0.6 0.24
H 3.1704 -1.3424 0.2218 -0.5 -0.9 -0.1 0.25
H -1.2204 2.0093 1.6775 1.6 0.8 0.4 0.25
H 0.9547 3.7863 -0.4664 1.3 0.1 1.4 0.24
```
Forces are in eV/Å.

---

[2]
The following is a quantum chemistry calculation of C6H16BFNO7S2 as an isolated structure at a distorted geometry, from the OMol25 dataset.

Calculated values
Charge: -1
Orbital gap, eV: 8.17

```
34
Properties=species:S:1:pos:R:3:forces:R:3:nbo_charge:R:1
S -2.6064 -0.1986 1.0216 -3.7 0.5 2.5 1.91
S -1.1892 -0.6572 3.4001 -2.4 -2.5 3.5 2.13
F 1.1285 -0.7681 1.9986 -0.7 0.5 0.1 -0.36
O -0.8680 -1.7964 4.3317 0.2 1.6 -2.5 -0.98
O 1.0291 -0.7933 -4.1293 0.0 0.1 -0.1 -0.72
O -4.0689 -0.5111 0.8328 2.8 -0.2 -0.3 -0.95
O -1.9694 0.3435 4.1919 1.9 -0.7 -2.4 -0.94
O -0.9322 -1.2728 -1.1126 -0.9 1.6 0.4 -0.75
O -2.4841 1.2385 1.4275 1.0 -1.7 -0.9 -0.98
O -2.3631 0.6410 -1.6359 1.3 -0.9 1.5 -0.91
N -1.9910 -1.3403 2.0917 1.1 2.9 -0.1 -1.10
C 1.4644 -1.6280 -1.1310 -1.2 0.3 0.3 -0.63
C 0.3276 -0.5342 -1.1583 0.7 -0.4 0.5 -0.07
C 0.4841 0.0250 2.9457 0.0 1.1 0.7 -0.01
C 0.2268 -0.2155 -5.1521 0.2 -0.2 0.0 -0.25
C 1.9793 1.9222 2.2025 -0.3 -0.1 1.0 -0.62
C 0.4730 1.5412 2.5929 1.9 -0.2 -0.9 -0.45
B -1.8765 -0.3096 -0.7054 0.3 -0.5 -2.1 0.92
H -2.4865 1.4752 -1.1602 -0.6 -0.1 0.0 0.51
H 1.6859 -1.3454 -4.5606 0.0 -0.1 0.1 0.46
H 1.4709 -2.0722 -0.1088 0.2 0.4 -0.7 0.23
H 1.1312 -2.4388 -1.8209 0.4 0.7 0.3 0.22
H 0.8466 0.3950 -5.8156 -0.1 0.1 -0.1 0.15
H 2.2680 2.9103 2.6362 -0.3 -0.6 -0.5 0.20
H 0.3379 0.1139 -0.2370 0.5 -0.5 -0.7 0.17
H 2.1397 1.9508 1.1054 0.0 -0.2 0.7 0.21
H 0.2313 2.1033 3.5159 -0.4 -0.4 -0.7 0.24
H -0.1427 1.8075 1.7114 -0.2 -0.3 1.0 0.24
H 2.4618 -1.2261 -1.4137 -0.7 -0.3 0.2 0.20
H -0.5278 0.4151 -4.6848 0.1 -0.1 0.1 0.20
H -0.2683 -1.0012 -5.7291 -0.1 0.1 -0.1 0.16
H 1.0850 -0.0824 3.8836 -0.7 -0.1 -0.6 0.19
H 0.3681 0.1414 -2.0378 0.0 -0.7 0.4 0.19
H 2.6351 1.1676 2.7035 -0.2 0.6 -0.7 0.20
```
Forces are in eV/Å.

---

[3]
The following is a quantum chemistry calculation of a 3-piece molecular cluster, C27H39FO11P2 overall at a distorted geometry, from the OMol25 dataset.

Calculated values
Orbital gap, eV: 6.63
SMILES: C#CCCC[PH2](CCCP(=O)(OCC)OCC)[C@H](F)CC.O=C1C=C(O)C(=O)C=C1O.O=C1C=C(O)C(=O)C=C1O

```
80
Properties=species:S:1:pos:R:3:forces:R:3:lowdin_charge:R:1
P 0.9939 -0.8727 -3.1206 0.1 -0.3 -1.0 0.82
P -2.9394 0.2772 -2.2237 2.0 -3.0 3.6 0.72
F 2.9496 -1.8182 -1.4077 -0.9 1.7 -0.6 -0.17
O 6.4263 1.3050 3.1493 -0.1 -0.5 0.1 0.11
O -4.6095 0.5520 -1.9514 2.4 0.1 -2.2 -0.27
O 6.9964 -1.2878 3.7786 -1.1 1.1 -0.1 0.09
O -2.5068 -0.8094 -1.1780 -1.5 3.1 -3.1 -0.37
O -1.9305 1.6356 -1.9294 -2.9 -1.6 -0.5 -0.34
O -0.1479 -1.2711 3.7618 -0.3 -0.4 0.1 0.07
O 1.8289 0.8126 4.0407 1.5 -1.1 0.3 0.09
O -4.7481 -1.7600 4.6427 1.1 -1.1 0.2 0.09
O 2.4150 -1.7643 4.7574 0.3 0.4 -0.1 0.09
O 0.4137 -3.8686 4.3930 -1.4 1.1 -0.2 0.09
O -4.1723 -4.3295 5.3564 0.1 0.5 -0.2 0.11
C -5.2942 1.1109 -3.1157 -1.2 1.9 0.0 -0.28
C -2.5398 -0.2702 -4.0252 -1.0 0.2 -0.5 -0.22
C 1.3566 0.8133 -3.9057 0.6 1.8 0.0 -0.30
C 3.3492 -1.0777 4.3735 0.2 -0.7 0.1 -0.29
C 5.4856 0.6110 3.5008 -0.2 0.9 -0.2 -0.31
C 2.6112 2.8912 -2.7519 0.0 0.8 1.8 -0.20
C -2.2298 2.2817 -0.6490 0.9 1.2 0.5 -0.26
C -1.7080 -1.6526 -4.0834 0.5 -0.4 -1.6 -0.28
C 2.9198 3.3160 -1.2056 3.1 0.9 5.3 -0.11
C -0.8627 -3.3904 4.4819 1.4 -1.1 0.0 -0.20
C 2.1842 -0.5647 -1.6320 0.3 -0.1 2.3 -0.38
C -3.4662 -2.2297 4.5793 -1.2 1.0 -0.1 -0.21
C -3.2340 -3.6471 4.9761 0.2 -0.9 0.2 -0.31
C -1.9898 3.8917 -0.8959 0.0 -1.4 0.1 -0.08
C -0.1466 -1.4528 -4.5570 -1.4 -1.6 -0.7 -0.38
C -1.0908 -1.9643 4.1109 -0.3 0.7 -0.2 -0.28
C 0.9373 -1.7244 0.4887 -0.8 0.8 0.6 -0.12
C 1.1994 2.0834 -2.8775 0.1 0.7 -1.0 -0.24
C 4.1133 1.1252 3.5706 0.5 0.0 -0.1 0.07
C -2.4624 -1.4472 4.1774 0.4 0.1 0.0 0.09
C -1.8669 -4.1717 4.8870 -0.5 0.0 0.1 0.08
C 1.3748 -0.3266 -0.2231 0.8 -0.6 0.2 -0.22
C 3.1111 0.3413 3.9758 -1.4 1.1 -0.1 -0.21
C 3.3817 3.5727 0.0113 -1.3 -1.1 -6.8 0.04
C 5.7179 -0.8139 3.8718 1.2 -1.0 0.1 -0.22
C -4.5642 2.4923 -3.5413 -1.2 -0.4 -0.5 -0.10
C 4.7179 -1.5980 4.2804 -0.4 -0.1 0.1 0.08
H -1.7848 -2.3064 -3.1369 0.1 1.4 -1.3 0.10
H 2.0896 0.2169 0.5139 -1.4 -0.7 -1.3 0.11
H -1.7523 4.0381 -2.0175 -0.6 -0.2 1.9 0.08
H 1.7971 -2.1882 1.1095 -1.4 0.6 -1.4 0.08
H -2.9645 4.4147 -0.5823 1.8 -0.4 -0.5 0.08
H -4.3457 3.0690 -2.5633 -0.3 -0.8 -1.8 0.08
H 0.1997 -2.5317 -4.8508 -0.5 1.8 0.5 0.08
H 7.5316 -0.5315 3.4637 -0.1 -0.2 0.1 0.12
H 2.4678 0.7800 -4.2675 -2.0 -0.1 0.7 0.10
H -1.4555 1.8536 0.1133 -1.7 0.8 -1.2 0.13
H -5.2853 -2.5134 4.9614 0.1 0.2 -0.1 0.12
H 0.7315 1.8013 -1.8686 1.0 0.4 -1.5 0.08
H -2.0472 0.6081 -4.5997 -0.6 -1.5 1.1 0.10
H -0.0596 -0.8298 -5.5202 -0.4 -0.9 1.4 0.07
H -5.4618 0.3702 -3.9801 0.6 1.0 1.4 0.11
H -3.3173 2.0890 -0.3236 1.8 0.1 -0.4 0.12
H -3.5474 -0.4672 -4.5824 1.7 0.5 1.2 0.09
H -0.1491 -1.0436 -2.2350 0.7 0.2 -0.1 0.04
H -6.3609 1.4114 -2.7458 2.0 -0.7 -0.5 0.13
H 4.8739 -2.6331 4.5546 0.0 0.0 0.0 0.14
H 0.4052 0.2809 -0.3633 1.6 -0.8 0.0 0.08
H -2.1888 -2.2878 -4.9391 0.7 1.2 1.6 0.11
H -1.7152 -5.2074 5.1612 0.0 0.1 0.0 0.14
H -3.6230 2.3135 -4.1756 -1.3 0.4 1.2 0.07
H 3.9560 2.1558 3.2816 0.0 -0.1 0.0 0.13
H 1.8842 -1.9728 -3.4889 -0.2 0.5 0.3 0.04
H 2.9809 0.2429 -1.8325 -1.1 -1.2 0.4 0.11
H 0.1003 -1.4321 1.2502 1.5 -0.6 -1.3 0.07
H 2.5720 3.8869 -3.3597 0.1 -1.9 1.1 0.12
H 3.5234 2.2741 -3.1250 -1.6 1.0 0.8 0.11
H 1.2871 0.0619 4.3607 -0.1 0.1 -0.3 0.08
H -2.6171 -0.4161 3.8886 0.0 0.0 0.0 0.14
H 0.7316 1.0810 -4.8298 0.8 -0.9 1.4 0.08
H 4.1067 3.8653 0.8690 -2.1 -0.7 -1.9 0.05
H 0.4586 2.8403 -3.3707 1.2 -1.5 1.0 0.11
H 0.9550 -3.1141 4.0809 0.1 -0.2 0.2 0.08
H -5.3342 3.0733 -4.2006 1.5 -0.8 1.2 0.10
H 0.4453 -2.4625 -0.2438 1.0 1.0 1.1 0.08
H -1.0622 4.2094 -0.2976 -1.6 -0.2 -0.8 0.08
```
Forces are in eV/Å.